## 1
Molecular formula: C4H8NO3
Method: DFT, ωB97M-V/def2-TZVPD

```
16
C4H8NO3 ωB97M-V/def2-TZVPD
N 0.54 0.20 1.40
C 0.44 -0.29 0.06
C -0.50 0.72 -0.69
C 0.15 2.07 -0.89
O 0.16 2.78 0.29
C -0.17 -1.73 -0.11
O -1.33 -1.79 -0.34
O 0.63 -2.67 0.12
H -0.40 0.13 1.75
H 1.14 -0.29 2.09
H 1.48 -0.27 -0.34
H -1.50 0.52 -0.13
H -0.63 0.27 -1.75
H -0.50 2.72 -1.51
H 1.10 2.07 -1.56
H 0.43 2.23 0.96
```

Values from the calculation:
HOMO energy: -0.139 Eh
Spin multiplicity: 1
Kohn-Sham gap: 7.61 eV
Total charge: -1
Structure (SMILES): N[C@H](CCO)C(=O)[O-]

---

## 2
Molecular formula: C4H8NO3
Method: DFT, ωB97M-V/def2-TZVPD

```
16
C4H8NO3 ωB97M-V/def2-TZVPD
C -0.05 0.56 1.30
C 1.21 0.64 1.99
O 1.61 1.60 2.69
N 1.89 -0.60 2.07
H -0.22 0.00 0.45
H -0.36 1.62 0.96
H 2.62 -0.78 2.70
H 1.52 -1.47 1.71
H -0.71 0.36 2.14
C -0.42 -0.31 -2.05
C -1.86 -0.08 -2.58
O -1.92 -0.69 -3.66
O -2.81 0.44 -2.04
H -0.22 0.42 -1.35
H 0.19 -0.45 -2.98
H -0.46 -1.25 -1.36
```

Values from the calculation:
HOMO energy: -0.131 Eh
Spin multiplicity: 1
Kohn-Sham gap: 6.63 eV
Total charge: -1

---

## 3
Molecular formula: C4H8NO3
Method: DFT, ωB97M-V/def2-TZVPD

```
16
C4H8NO3 ωB97M-V/def2-TZVPD
C 1.60 0.51 -0.79
C 0.53 1.28 -1.54
O 0.85 2.26 -2.22
N -0.69 0.78 -1.43
H -1.49 1.11 -1.98
H -0.92 -0.19 -0.96
H 2.55 0.70 -1.29
H 1.56 -0.57 -0.89
H 1.63 0.84 0.24
C -0.80 -0.40 1.94
C -0.79 -1.62 0.99
O -1.14 -1.43 -0.22
O -0.47 -2.69 1.50
H -1.40 -0.75 2.77
H -1.25 0.51 1.57
H 0.22 -0.33 2.32
```

Values from the calculation:
HOMO energy: -0.181 Eh
Spin multiplicity: 1
Kohn-Sham gap: 8.89 eV
Total charge: -1

---

## 4
Molecular formula: C4H8NO3
Method: DFT, ωB97M-V/def2-TZVPD

```
16
C4H8NO3 ωB97M-V/def2-TZVPD
C -1.67 0.95 1.88
C -2.14 0.76 0.42
O -1.87 1.69 -0.37
O -2.73 -0.32 0.18
H -0.63 1.29 1.90
H -1.80 0.03 2.44
H -2.30 1.70 2.36
C 0.39 -0.71 -0.70
C 1.78 -1.22 -0.94
O 2.17 -2.35 -0.70
N 2.64 -0.28 -1.44
H 3.61 -0.51 -1.57
H 2.29 0.62 -1.75
H 0.46 -0.04 0.17
H -0.24 -1.53 -0.39
H 0.03 -0.08 -1.51
```

Values from the calculation:
HOMO energy: -0.149 Eh
Spin multiplicity: 1
Kohn-Sham gap: 7.52 eV
Total charge: -1

---

Of them, the most stable is 3 and the least stable is 1.

---

## 1
Molecular formula: C4H8NO3
Method: DFT, ωB97M-V/def2-TZVPD

```
16
C4H8NO3 ωB97M-V/def2-TZVPD
O -3.23 0.21 -1.02
C -2.12 0.48 -1.42
O -1.83 -0.08 -2.73
C -0.03 -0.78 -0.01
C 0.74 0.54 -0.04
C 1.53 0.80 1.28
O 2.60 -0.19 1.40
N -0.65 -1.41 0.88
H -2.63 -0.55 -2.96
H -0.02 -1.44 -0.90
H 1.49 0.37 -0.89
H 0.02 1.43 0.03
H 0.77 0.92 2.12
H 2.12 1.74 1.20
H 2.21 -0.98 1.25
H -0.97 -1.06 1.80
```

Values from the calculation:
HOMO energy: -0.085 Eh
Spin multiplicity: 1
Kohn-Sham gap: 5.88 eV
Total charge: -1

---

## 2
Molecular formula: C4H8NO3
Method: DFT, ωB97M-V/def2-TZVPD

```
16
C4H8NO3 ωB97M-V/def2-TZVPD
O 2.07 1.48 -0.67
C 1.82 0.09 -0.90
O 2.37 -0.70 -1.71
C 0.65 -0.36 0.09
C -0.76 -0.35 -0.64
C -1.98 -0.26 0.30
O -2.08 0.80 1.15
N 0.54 0.53 1.25
H 2.40 0.52 0.10
H 0.92 -1.42 0.54
H -0.72 -1.18 -1.44
H -0.93 0.59 -1.24
H -2.92 -0.53 -0.34
H -1.82 -1.27 0.80
H -0.47 0.55 1.58
H 0.90 1.51 1.13
```

Values from the calculation:
HOMO energy: -0.120 Eh
Spin multiplicity: 1
Kohn-Sham gap: 6.13 eV
Total charge: -1

---

## 3
Molecular formula: C4H8NO3
Method: DFT, ωB97M-V/def2-TZVPD

```
16
C4H8NO3 ωB97M-V/def2-TZVPD
C 0.74 0.67 1.11
C -0.08 0.57 2.34
O -0.05 1.34 3.31
N -0.82 -0.59 2.59
H 0.50 -0.16 0.29
H 1.76 0.74 1.45
H -0.92 -0.88 3.54
H -1.30 -1.09 1.86
H 0.52 1.63 0.60
C -0.16 -1.40 -3.28
C 0.08 -0.28 -2.19
O 0.21 -0.81 -1.06
O 0.10 0.89 -2.60
H 0.54 -2.21 -3.06
H 0.03 -1.01 -4.25
H -1.15 -1.89 -3.26
```

Values from the calculation:
HOMO energy: -0.157 Eh
Spin multiplicity: 1
Kohn-Sham gap: 8.13 eV
Total charge: -1

---

Of them, the most stable is 3 and the least stable is 2.

---

## 1
Molecular formula: C31H32Br2Cl5N7ORe
Method: DFT, ωB97M-V/def2-TZVPD

```
79
C31H32Br2Cl5N7ORe ωB97M-V/def2-TZVPD
Re 0.40 1.11 0.67
Cl 1.33 -0.68 4.13
C 2.07 0.79 3.58
C 1.70 1.34 2.36
C 2.36 2.52 2.05
Cl 1.83 3.13 0.46
C 3.32 3.17 2.78
Cl 4.04 4.62 2.23
C 3.66 2.58 4.01
Cl 4.83 3.32 5.00
C 3.04 1.39 4.40
Cl 3.47 0.67 5.89
Br 1.15 -3.23 -3.23
C 0.12 -3.00 -1.66
C -0.57 -4.09 -1.22
C -1.43 -4.03 -0.12
Br -2.41 -5.55 0.33
C -1.48 -2.85 0.69
C -2.20 -2.79 1.89
C -2.12 -1.68 2.70
C -1.29 -0.65 2.30
N -0.62 -0.67 1.13
C -0.73 -1.72 0.30
C -0.09 -1.60 -1.10
O 1.27 0.43 -0.88
H -0.45 -5.03 -1.74
H -2.81 -3.64 2.18
H -2.65 -1.61 3.63
H -1.13 0.23 2.92
C -3.88 0.13 -0.15
N -3.55 1.55 -0.06
C -4.70 2.43 -0.21
C -2.29 2.01 -0.14
N -1.26 1.30 -0.65
C -1.54 0.51 -1.79
C -2.34 1.12 -2.76
C -2.81 0.44 -3.86
C -2.47 -0.90 -4.02
C -1.62 -1.48 -3.10
C -1.09 -0.81 -2.00
N 1.22 -0.94 -1.15
C 2.53 -1.42 -0.92
N 2.95 -1.85 0.27
C 2.09 -2.58 1.20
C 4.27 -1.52 0.81
N 3.39 -1.23 -1.90
C 4.66 -1.95 -2.00
C 3.12 -0.39 -3.07
N -2.00 3.23 0.40
C -1.25 4.21 -0.38
C -2.70 3.76 1.56
H -4.22 -0.11 -1.16
H -4.68 -0.08 0.56
H -3.01 -0.47 0.08
H -5.31 2.05 -1.03
H -4.38 3.44 -0.46
H -5.31 2.45 0.69
H -2.60 2.16 -2.64
H -3.43 0.94 -4.59
H -2.84 -1.48 -4.85
H -1.35 -2.52 -3.26
H 1.40 -3.21 0.65
H 1.57 -1.91 1.87
H 2.73 -3.23 1.79
H 4.95 -2.37 0.81
H 4.12 -1.19 1.83
H 4.70 -0.70 0.24
H 4.67 -2.78 -1.30
H 5.50 -1.29 -1.81
H 4.73 -2.34 -3.01
H 2.12 0.04 -3.01
H 3.21 -1.00 -3.96
H 3.86 0.41 -3.09
H -0.65 3.71 -1.13
H -1.95 4.90 -0.87
H -0.62 4.79 0.29
H -3.43 4.52 1.29
H -1.96 4.22 2.22
H -3.20 2.95 2.09
```

Values from the calculation:
HOMO energy (alpha / beta): -0.467 / -0.477 Eh
Spin multiplicity: 4
Kohn-Sham gap (alpha / beta): 7.15 / 6.25 eV
Total charge: +2

---

## 2
Molecular formula: C31H32Br2Cl5N7ORe
Method: DFT, ωB97M-V/def2-TZVPD

```
79
C31H32Br2Cl5N7ORe ωB97M-V/def2-TZVPD
Re -0.33 1.19 -0.30
Cl 0.70 -1.97 1.45
C 0.32 -0.52 2.28
C -0.51 0.41 1.72
C -0.96 1.48 2.69
Cl -1.57 3.10 0.06
C -0.15 1.75 3.90
Cl -0.87 2.44 5.35
C 0.98 0.86 4.18
Cl 2.03 1.25 5.49
C 1.08 -0.31 3.50
Cl 2.26 -1.45 3.96
Br 1.20 4.41 -3.97
C -0.47 3.55 -3.81
C -1.56 3.94 -4.58
C -2.78 3.30 -4.45
Br -4.24 3.92 -5.47
C -2.95 2.21 -3.55
C -4.14 1.49 -3.36
C -4.18 0.50 -2.41
C -3.07 0.26 -1.60
N -1.93 0.92 -1.74
C -1.85 1.86 -2.72
C -0.59 2.55 -2.83
O 0.35 2.24 -2.03
H -1.45 4.77 -5.26
H -5.01 1.74 -3.95
H -5.09 -0.07 -2.24
H -3.11 -0.46 -0.80
C 2.84 -1.25 -3.93
N 2.29 -0.28 -2.99
C 3.02 0.97 -2.94
C 1.32 -0.61 -2.12
N 1.26 -0.06 -0.88
C 2.45 0.16 -0.19
C 3.58 -0.66 -0.33
C 4.68 -0.49 0.48
C 4.68 0.47 1.48
C 3.58 1.28 1.65
C 2.48 1.17 0.80
N 1.28 1.87 1.00
C 1.13 2.76 1.94
N 2.00 3.74 2.21
C 2.17 4.39 3.49
C 2.84 4.25 1.14
N -0.10 2.74 2.73
C -2.46 1.62 2.73
C -0.74 4.05 2.86
N 0.36 -1.46 -2.53
C -0.08 -1.53 -3.91
C -0.37 -2.29 -1.58
H 3.93 -1.19 -3.85
H 2.56 -1.03 -4.96
H 2.53 -2.25 -3.67
H 4.00 0.83 -2.48
H 2.46 1.71 -2.38
H 3.15 1.33 -3.96
H 3.56 -1.46 -1.05
H 5.54 -1.14 0.36
H 5.51 0.56 2.15
H 3.56 1.96 2.48
H 1.77 3.79 4.30
H 1.70 5.38 3.50
H 3.24 4.53 3.66
H 2.40 3.99 0.18
H 3.86 3.87 1.20
H 2.86 5.34 1.24
H -2.87 0.62 2.78
H -2.84 2.10 1.83
H -2.79 2.17 3.61
H -0.43 4.66 2.02
H -0.47 4.52 3.80
H -1.81 3.94 2.81
H 0.23 -0.64 -4.44
H -1.17 -1.58 -3.92
H 0.30 -2.41 -4.42
H 0.32 -2.79 -0.92
H -0.93 -3.04 -2.13
H -1.06 -1.69 -0.97
```

Values from the calculation:
HOMO energy (alpha / beta): -0.461 / -0.464 Eh
Spin multiplicity: 4
Kohn-Sham gap (alpha / beta): 6.55 / 5.57 eV
Total charge: +2

---

Of them, the most stable is 2 and the least stable is 1.